[1]
19
Properties=species:S:1:pos:R:3:mulliken_charge:R:1 method="wB97M-V/def2-TZVPD" gap_ev=10.129 smiles=CC(C)CN.O
C -1.501 0.311 0.750 -1.457
C -0.307 1.033 0.238 0.606
C 0.769 0.812 1.190 -1.227
C 0.117 0.412 -1.152 -0.351
N -1.027 0.502 -2.118 -0.662
H -1.339 -0.675 1.168 0.395
H -2.484 0.037 0.228 0.281
H -1.907 0.739 1.667 0.418
H -0.521 2.073 0.103 0.235
H 1.441 1.684 1.147 0.361
H 0.302 0.732 2.206 0.354
H 1.419 -0.098 1.091 0.082
H 0.524 -0.636 -0.858 0.153
H 0.969 1.035 -1.655 0.242
H -1.620 1.219 -1.708 0.273
H -1.756 -0.150 -1.965 0.304
O 2.099 -3.070 -0.417 -0.652
H 2.179 -2.178 0.071 0.335
H 2.643 -3.782 0.014 0.313

=====

[2]
18
Properties=species:S:1:pos:R:3:mulliken_charge:R:1 method="wB97M-V/def2-TZVPD" gap_ev=8.874 smiles="[H]/N=C(/CN)NCC(=O)O"
H -0.527 -1.513 0.106 0.233
N 0.489 -1.370 -0.615 -0.826
C 1.022 -0.388 0.238 0.579
C 2.276 0.615 0.106 -0.481
N 3.490 -0.002 -0.516 -0.606
N 0.174 0.059 1.133 -0.227
C -1.194 -0.383 1.132 -0.669
C -1.906 0.261 -0.161 0.657
O -1.385 1.388 -0.455 -0.565
O -3.000 -0.179 -0.850 -0.488
H 2.450 1.221 1.177 0.164
H 2.158 1.446 -0.637 0.210
H 3.320 0.323 -1.611 0.294
H 3.583 -1.028 -0.459 0.295
H 0.285 1.065 1.436 0.290
H -1.138 -1.482 0.877 0.390
H -1.857 -0.174 1.926 0.391
H -3.456 -0.974 -0.281 0.360

=====

| no. | electronic energy (eV) |
| --- | --- |
| 1 | -7894.8765 |
| 2 | -12854.1234 |